No. 1
Below is a 4-piece molecular cluster, C3H16NO3 overall at a distorted geometry, with properties calculated with ωB97M-V/def2-TZVPD.

XYZ file:
```
23
Properties=species:S:1:pos:R:3:forces:R:3
C -0.718388 2.004342 0.986415 1.73 1.33 3.65
C -0.930988 1.497629 -0.394286 -2.19 -0.55 1.69
C -0.335394 2.211504 -1.472300 1.40 4.49 -1.98
N -0.519166 0.030629 -0.406460 -3.07 -1.73 0.44
H -1.370645 1.422454 1.772435 1.60 0.74 -1.41
H 0.457417 2.014114 1.245764 -2.64 -0.34 -0.24
H -1.022479 3.096983 1.220200 0.34 -1.72 -1.12
H -2.023240 1.553827 -0.484645 0.13 -0.68 -0.39
H -0.967419 2.428991 -2.312249 -0.86 -0.04 -0.20
H 0.471353 1.783756 -1.948720 2.03 -1.69 -0.74
H 0.142504 3.239564 -1.271379 -1.05 -1.39 0.51
H -0.478085 -0.292193 0.576046 0.50 -0.20 -0.27
H -1.331735 -0.597129 -0.788174 2.10 1.42 0.36
H 0.352744 -0.201532 -0.871612 0.17 0.10 -0.20
H 0.237276 -2.993589 2.094342 -1.02 -0.14 -0.21
H -0.966753 -2.953376 0.907304 1.05 -0.46 1.21
O -0.171948 -2.556847 1.318991 -0.29 0.95 -1.04
H 1.529938 -3.075837 4.177776 3.27 -0.05 1.17
H 0.155099 -2.517259 4.710889 1.15 -0.79 -0.97
O 0.643015 -3.012692 4.002342 -4.29 0.75 -0.30
H 0.995116 1.225230 -4.560465 -1.54 1.28 -0.88
H 2.227394 0.448527 -5.069869 -1.53 0.64 2.43
O 1.670721 0.684815 -4.230259 2.99 -1.90 -1.48
```
Forces are in eV/Å.

Computed properties:
2S+1: 1
Frontier orbital gap, eV: 11.27
Relative energy (zero: lowest compared OMol25 entry of this formula, charge and spin), kcal per mole: 47.78
Total charge: +1
Highest occupied orbital energy, eV: -14.5

These are the Mulliken partial charges, in e, on atoms 1 to 8: number 1, C, carries -1.54; number 2, C, carries 0.78; number 3, C, carries -1.41; number 4, N, carries -0.33; number 5, H, carries 0.39; number 6, H, carries 0.35; number 7, H, carries 0.39; number 8, H, carries 0.19


No. 2
Below is one molecule with the formula C24H46N2O5 at a distorted geometry, with properties calculated with ωB97M-V/def2-TZVPD.

XYZ file:
```
77
Properties=species:S:1:pos:R:3:forces:R:3
H -0.621958 -4.952171 2.602000 -0.02 -0.26 -0.17
N -0.834183 -4.637512 1.650308 0.53 -1.11 0.42
C -1.185006 -3.435758 1.698567 -0.07 0.71 -0.49
C -1.281590 -2.685816 3.008512 -0.12 0.49 -0.28
C -1.549979 -2.803382 0.365094 -1.12 0.67 0.64
C -1.326068 -1.284172 0.334304 0.42 0.84 -0.93
C 0.205636 -1.140661 0.236252 1.16 -0.50 0.05
C 0.943804 -0.341734 1.351272 -0.15 -0.57 -0.58
N 1.929940 -1.176660 2.049954 0.10 0.38 0.11
C 3.321698 -0.776429 1.858731 -0.33 0.14 -0.23
C 0.521848 -0.785250 -1.265510 -1.91 1.45 1.73
C 1.391320 -1.757153 -2.022355 0.48 -0.14 0.53
C 2.916869 -1.546493 -1.903908 0.02 0.47 -0.99
C 3.381587 -0.106388 -1.709576 0.50 -0.11 0.56
C 4.895002 0.008484 -1.455048 -0.18 0.60 -0.10
C 5.214490 1.300126 -0.678645 0.61 -0.32 -0.04
O 6.136861 2.122511 -1.389954 -0.33 -0.13 -0.09
C 5.767160 3.477985 -1.431162 0.65 0.79 0.03
C 5.821214 4.192698 -0.084334 -0.55 0.18 -0.14
O -0.764299 -0.744621 -1.861950 -0.57 -1.45 -1.79
C -1.843256 -0.521943 -0.946146 1.89 0.04 0.22
C -1.797265 1.025060 -0.780871 -0.82 -0.53 0.33
C -2.823187 1.798193 -1.585403 0.48 1.07 0.09
O -2.680265 1.555661 -2.984573 -0.39 -0.31 0.04
C -3.109059 -1.164759 -1.481587 -0.53 -0.20 0.34
C -4.271544 -1.392219 -0.468834 -0.45 0.27 -0.40
C -5.477405 -0.415425 -0.549669 0.64 0.28 0.30
C -5.620646 0.503629 0.669927 -0.15 -0.98 0.05
O -4.345353 0.972132 1.146747 0.27 0.70 -0.70
C -4.459775 1.868176 2.153216 0.95 -0.12 -0.02
C -3.353762 2.875468 2.291807 0.64 -0.24 -0.94
O -5.366852 1.849443 2.915501 -1.47 0.07 0.84
H -1.399499 -1.612804 2.878743 0.04 0.02 -0.02
H -0.371540 -2.845977 3.581974 -0.03 -0.15 0.14
H -2.152865 -3.016774 3.571006 0.03 -0.19 0.10
H -0.954866 -3.252437 -0.421134 0.08 -0.20 -0.03
H -2.584796 -3.107094 0.174621 0.02 0.14 0.04
H -1.738649 -0.682279 1.145770 -0.01 -0.64 0.45
H 0.676275 -2.121347 0.317534 -0.33 -0.19 0.47
H 1.451308 0.495848 0.862659 -0.04 0.27 0.32
H 0.226360 0.023528 2.087672 -0.07 0.26 -0.14
H 1.705338 -1.272146 3.028489 0.04 0.18 -0.03
H 3.921090 -1.025057 2.731716 0.08 -0.27 -0.12
H 3.443766 0.303143 1.688170 -0.12 0.03 0.14
H 3.696113 -1.262791 0.957725 0.35 -0.12 0.14
H 0.829330 0.269016 -1.206684 0.78 -0.20 -0.59
H 1.180771 -2.741429 -1.597530 -0.16 -0.12 -0.25
H 1.073785 -1.783823 -3.062853 0.01 0.22 -0.04
H 3.386048 -2.171326 -1.143999 -0.25 -0.02 0.22
H 3.345210 -1.877851 -2.854408 0.11 -0.22 0.08
H 3.119177 0.562740 -2.532066 -0.20 -0.15 -0.10
H 2.908963 0.309536 -0.819639 -0.19 -0.02 0.03
H 5.462548 0.062188 -2.385082 -0.05 -0.15 -0.06
H 5.267443 -0.850171 -0.895994 -0.08 -0.10 0.00
H 4.308596 1.873202 -0.466543 -0.09 -0.08 0.00
H 5.688336 1.019421 0.267245 -0.17 0.19 0.16
H 4.793181 3.644379 -1.909171 -0.14 -0.32 0.13
H 6.496146 3.968313 -2.078548 0.03 -0.14 -0.14
H 5.125514 3.740477 0.622007 0.16 -0.09 0.19
H 6.822582 4.250747 0.335255 0.06 -0.27 0.02
H 5.472654 5.219896 -0.217097 0.04 0.03 -0.07
H -1.865624 1.269108 0.276156 -0.33 0.28 0.10
H -0.829307 1.403748 -1.101002 0.17 -0.26 -0.08
H -3.846262 1.675128 -1.239120 -0.05 -0.35 -0.02
H -2.583282 2.862314 -1.444542 -0.18 0.01 0.21
H -3.566649 1.534068 -3.363308 0.25 0.03 -0.07
H -2.807506 -2.154898 -1.818505 0.16 0.04 -0.15
H -3.521589 -0.664837 -2.355225 0.24 0.16 -0.06
H -3.955908 -1.442231 0.572552 0.25 0.02 -0.06
H -4.674753 -2.376366 -0.707472 0.04 -0.09 0.09
H -6.383565 -1.017318 -0.592938 -0.18 0.16 -0.01
H -5.457225 0.186379 -1.458089 0.13 -0.09 -0.15
H -6.073086 -0.081979 1.468106 -0.19 0.22 0.13
H -6.236022 1.372872 0.440998 -0.13 -0.05 0.11
H -3.788571 3.866288 2.355991 -0.13 0.05 0.32
H -2.739936 2.656930 3.160096 -0.17 0.06 0.26
H -2.690029 2.880894 1.429590 -0.01 -0.09 -0.07
```
Forces are in eV/Å.

Computed properties:
2S+1: 1
SMILES: [H]/N=C(\C)C[C@H]1[C@H](CNC)[C@@H](CCCCCOCC)O[C@@]1(CCO)CCCCOC(C)=O
Frontier orbital gap, eV: 9.27
Relative energy (zero: lowest compared OMol25 entry of this formula, charge and spin), kcal per mole: 35.67
Highest occupied orbital energy, eV: -8.8

These are the Mulliken partial charges, in e, on atoms 1 to 8: number 1, H, carries 0.30; number 2, N, carries -0.76; number 3, C, carries 0.45; number 4, C, carries -1.41; number 5, C, carries -0.41; number 6, C, carries -0.28; number 7, C, carries 0.10; number 8, C, carries -1.42


No. 3
Below is a 2-piece molecular cluster, C5H12BrN overall at a distorted geometry, with properties calculated with ωB97M-V/def2-TZVPD.

XYZ file:
```
19
Properties=species:S:1:pos:R:3:forces:R:3
C 2.089057 0.890993 -1.609920 2.10 -1.83 -0.10
C 1.180937 -0.287486 -1.876990 -1.92 -2.13 -2.14
N 1.144682 -1.142431 -0.716993 0.79 -0.80 1.09
Br 0.002859 -2.617924 -0.974879 0.06 0.11 -0.03
H 3.099629 0.544355 -1.178589 -1.40 0.16 -0.91
H 2.295778 1.490946 -2.478280 -0.12 0.24 -0.34
H 1.706987 1.463648 -0.831843 -0.99 1.38 1.24
H 0.038907 -0.092140 -2.059592 2.11 0.65 -0.48
H 1.517813 -1.042713 -2.723106 -0.42 2.04 1.26
H 0.700176 -0.648076 0.038648 -0.14 0.20 0.27
C -1.007483 1.362448 1.878279 6.57 -1.13 -0.21
C -1.037284 0.057698 1.689964 -0.90 1.02 0.02
C -2.305730 -0.628695 1.417607 0.65 -0.95 -0.76
H 0.127600 1.687421 1.918396 -2.49 0.20 0.38
H -1.716292 2.081463 1.792747 -2.29 1.72 -0.12
H -0.122921 -0.513994 1.750263 0.05 -0.08 0.16
H -2.816755 -0.286760 0.531199 -0.53 0.73 0.15
H -2.030776 -1.602857 1.123640 0.01 -1.61 -0.16
H -2.867183 -0.715896 2.309451 -1.11 0.10 0.66
```
Forces are in eV/Å.

Computed properties:
2S+1: 1
SMILES: CCNBr.C=CC
Frontier orbital gap, eV: 9.76
Relative energy (zero: lowest compared OMol25 entry of this formula, charge and spin), kcal per mole: 23.55
Highest occupied orbital energy, eV: -9.2

These are the Mulliken partial charges, in e, on atoms 1 to 8: number 1, C, carries -1.16; number 2, C, carries -0.05; number 3, N, carries -0.58; number 4, Br, carries -0.09; number 5, H, carries 0.29; number 6, H, carries 0.35; number 7, H, carries 0.30; number 8, H, carries 0.33


The highest highest occupied orbital energy belongs to which entry?
C24H46N2O5


Please write out number 3 again, unchanged.
Below is a 2-piece molecular cluster, C5H12BrN overall at a distorted geometry, with properties calculated with ωB97M-V/def2-TZVPD.

XYZ file:
```
19
Properties=species:S:1:pos:R:3:forces:R:3
C 2.089057 0.890993 -1.609920 2.10 -1.83 -0.10
C 1.180937 -0.287486 -1.876990 -1.92 -2.13 -2.14
N 1.144682 -1.142431 -0.716993 0.79 -0.80 1.09
Br 0.002859 -2.617924 -0.974879 0.06 0.11 -0.03
H 3.099629 0.544355 -1.178589 -1.40 0.16 -0.91
H 2.295778 1.490946 -2.478280 -0.12 0.24 -0.34
H 1.706987 1.463648 -0.831843 -0.99 1.38 1.24
H 0.038907 -0.092140 -2.059592 2.11 0.65 -0.48
H 1.517813 -1.042713 -2.723106 -0.42 2.04 1.26
H 0.700176 -0.648076 0.038648 -0.14 0.20 0.27
C -1.007483 1.362448 1.878279 6.57 -1.13 -0.21
C -1.037284 0.057698 1.689964 -0.90 1.02 0.02
C -2.305730 -0.628695 1.417607 0.65 -0.95 -0.76
H 0.127600 1.687421 1.918396 -2.49 0.20 0.38
H -1.716292 2.081463 1.792747 -2.29 1.72 -0.12
H -0.122921 -0.513994 1.750263 0.05 -0.08 0.16
H -2.816755 -0.286760 0.531199 -0.53 0.73 0.15
H -2.030776 -1.602857 1.123640 0.01 -1.61 -0.16
H -2.867183 -0.715896 2.309451 -1.11 0.10 0.66
```
Forces are in eV/Å.

Computed properties:
2S+1: 1
SMILES: CCNBr.C=CC
Frontier orbital gap, eV: 9.76
Relative energy (zero: lowest compared OMol25 entry of this formula, charge and spin), kcal per mole: 23.55
Highest occupied orbital energy, eV: -9.2

These are the Mulliken partial charges, in e, on atoms 1 to 8: number 1, C, carries -1.16; number 2, C, carries -0.05; number 3, N, carries -0.58; number 4, Br, carries -0.09; number 5, H, carries 0.29; number 6, H, carries 0.35; number 7, H, carries 0.30; number 8, H, carries 0.33


The lowest relative energy (zero: lowest compared OMol25 entry of this formula, charge and spin) belongs to which entry?
C5H12BrN


Which of these has the highest highest occupied orbital energy?
C24H46N2O5